Formula: C40H50GaN4O3
Source: the Open Molecules 2025 dataset
Level of theory: the ωB97M-V functional and the def2-TZVPD basis

Geometry as XYZ:
```
98
Properties=species:S:1:pos:R:3
Ga -0.0856 0.1992 0.2428
O -3.7771 -1.3394 0.1434
C -2.7465 -0.7013 0.0134
N -1.6901 -0.6558 0.8356
C -1.6940 -1.4725 2.0140
C -0.6779 -0.9236 2.9870
C -0.6405 -1.3547 4.3067
C 0.2511 -0.7711 5.1798
C 1.0816 0.2437 4.7172
C 1.0036 0.5985 3.3904
N 0.1555 0.0125 2.5268
C -2.5557 0.1890 -1.1986
C -3.5959 0.4917 -2.0519
C -3.3476 1.3589 -3.1020
C -2.0745 1.8874 -3.2682
C -1.0849 1.5286 -2.3780
N -1.3236 0.6884 -1.3664
H -1.4569 -2.5206 1.7940
H -2.6797 -1.4753 2.4841
H -1.3277 -2.1255 4.6314
H 0.2900 -1.0865 6.2144
H 1.7744 0.7532 5.3717
H 1.6386 1.3819 2.9989
H -4.5630 0.0463 -1.8669
H -4.1417 1.6287 -3.7861
H -1.8461 2.5687 -4.0750
H -0.0736 1.9034 -2.4694
C 6.0613 -4.4696 -0.6796
C 5.8301 -3.0151 -0.2636
C 6.3475 -2.8336 1.1698
C 6.6248 -2.1096 -1.2144
C 4.3523 -2.6137 -0.3118
C 3.9807 -1.3526 0.0366
C 2.6123 -0.9762 -0.0141
N 2.0380 0.1853 0.2827
C 2.5280 1.3634 0.6972
C 3.8233 1.6460 1.1986
C 4.1454 2.9135 1.5801
C 3.1491 3.9375 1.4468
C 1.8583 3.7378 1.0399
C 1.5119 2.3975 0.6856
O 0.3134 2.0827 0.3234
C 0.8311 4.8662 0.9636
C -0.3210 4.6033 1.9468
C 1.4530 6.2135 1.3330
C 0.2971 4.9740 -0.4722
C 5.5216 3.2136 2.1847
C 5.6354 2.5009 3.5390
C 6.6133 2.6904 1.2435
C 5.7505 4.7103 2.4071
C 1.6209 -1.9298 -0.5265
O 0.4348 -1.5261 -0.6674
C 2.0180 -3.2742 -0.8752
C 3.3387 -3.5541 -0.7368
C 0.9832 -4.2793 -1.3755
C -0.1348 -4.4558 -0.3337
C 1.6260 -5.6429 -1.6268
C 0.3760 -3.7856 -2.6982
H 7.1281 -4.6897 -0.6263
H 5.7414 -4.6629 -1.7060
H 5.5499 -5.1746 -0.0202
H 7.3942 -3.1377 1.2301
H 5.7761 -3.4408 1.8746
H 6.2846 -1.7918 1.4912
H 7.6777 -2.3980 -1.2044
H 6.5642 -1.0595 -0.9210
H 6.2603 -2.1955 -2.2400
H 4.7322 -0.6328 0.3163
H 4.5301 0.8445 1.3364
H 3.4367 4.9410 1.7170
H 0.0514 4.5780 2.9743
H -0.8384 3.6687 1.7450
H -1.0446 5.4180 1.8787
H 1.8436 6.2250 2.3531
H 0.6820 6.9829 1.2715
H 2.2562 6.5012 0.6507
H -0.1145 4.0270 -0.8183
H 1.0888 5.2811 -1.1591
H -0.4985 5.7205 -0.5142
H 5.5215 1.4197 3.4308
H 4.8733 2.8569 4.2364
H 6.6142 2.6939 3.9823
H 6.5504 1.6089 1.1066
H 7.5998 2.9094 1.6566
H 6.5425 3.1628 0.2618
H 5.0430 5.1376 3.1202
H 5.6855 5.2766 1.4751
H 6.7504 4.8629 2.8149
H 3.6687 -4.5514 -0.9810
H 0.2771 -4.6851 0.6529
H -0.7739 -5.2903 -0.6277
H -0.7576 -3.5661 -0.2579
H 2.0512 -6.0751 -0.7173
H 2.4090 -5.5975 -2.3873
H 0.8602 -6.3295 -1.9888
H -0.1431 -2.8370 -2.5763
H -0.3439 -4.5219 -3.0613
H 1.1480 -3.6681 -3.4618
```

Summary:
HOMO energy (alpha / beta): -10.6 / -10.6 eV
total charge: +1
energy relative to the best compared isomer or geometry (same formula, charge and spin): 0.00 kJ/mol
orbital gap (alpha / beta): 5.92 / 5.73 eV
max |F|: 0.318 eV/Å